1.
The following is a DFT calculation (the ωB97M-V functional and the def2-TZVPD basis) of a 4-piece molecular cluster, C2H10O4 overall in a non-equilibrium geometry.

The geometry in XYZ format:
```
16
C2H10O4, DFT the ωB97M-V functional and the def2-TZVPD basis
C 1.71 1.16 2.12
C 1.22 1.47 0.92
O 0.66 0.54 0.06
H 1.99 1.98 2.81
H 1.73 0.13 2.33
H 1.09 2.48 0.56
H 1.38 0.24 -0.61
O 1.12 -1.32 -1.86
H 0.45 -0.82 -2.42
H 0.59 -1.88 -1.32
O -1.56 -0.83 0.68
H -0.58 -0.78 0.58
H -1.85 -0.11 1.18
O -2.41 -0.79 -2.00
H -3.41 -0.73 -1.98
H -2.14 -0.74 -1.05
```

Its gap between HOMO and LUMO is 10.7177 eV. The value obtained for the largest force on an atom is 3.35 eV/Å. As for the structure (SMILES): C=CO.O.O.O. The value obtained for the HOMO energy is -10.05 eV. As for the net charge: 0.

Charges per atom according to Mulliken partitioning, unit e: number 1, C, carries -0.57; number 2, C, carries -0.17; number 3, O, carries -0.47; number 4, H, carries 0.23; number 5, H, carries 0.27; number 6, H, carries 0.34; number 7, H, carries 0.37; number 8, O, carries -0.68; number 9, H, carries 0.37; number 10, H, carries 0.30; number 11, O, carries -0.70; number 12, H, carries 0.34; number 13, H, carries 0.30; number 14, O, carries -0.65; number 15, H, carries 0.30; number 16, H, carries 0.42

2.
The following is a DFT calculation (the ωB97M-V functional and the def2-TZVPD basis) of C2H10O4 as an isolated structure in a non-equilibrium geometry.

The geometry in XYZ format:
```
16
C2H10O4, DFT the ωB97M-V functional and the def2-TZVPD basis
C 1.56 -0.90 -0.06
C 1.31 0.35 -0.92
O -0.01 0.40 -1.37
O 2.27 -1.78 -0.89
H 0.63 -1.05 0.49
H 2.26 -0.54 0.70
H 2.00 0.40 -1.76
H 1.52 1.26 -0.35
H -0.52 0.41 -0.56
H 2.35 -2.61 -0.41
O -1.09 0.60 0.22
H -1.65 1.32 0.49
H -1.11 -0.01 0.96
O -2.84 0.91 1.20
H -3.68 1.07 1.64
H -3.00 0.16 0.63
```

Its gap between HOMO and LUMO is 8.0354 eV. The value obtained for the largest force on an atom is 10.80 eV/Å. The value obtained for the HOMO energy is -8.13 eV. As for the net charge: 0.

Charges per atom according to Mulliken partitioning, unit e: number 1, C, carries -0.22; number 2, C, carries -0.49; number 3, O, carries -0.82; number 4, O, carries -0.49; number 5, H, carries 0.20; number 6, H, carries 0.25; number 7, H, carries 0.31; number 8, H, carries 0.21; number 9, H, carries 0.66; number 10, H, carries 0.28; number 11, O, carries -0.54; number 12, H, carries 0.33; number 13, H, carries 0.31; number 14, O, carries -0.64; number 15, H, carries 0.28; number 16, H, carries 0.35

3.
The following is a DFT calculation (the ωB97M-V functional and the def2-TZVPD basis) of a 4-piece molecular cluster, C2H10O4 overall in a non-equilibrium geometry.

The geometry in XYZ format:
```
16
C2H10O4, DFT the ωB97M-V functional and the def2-TZVPD basis
C 1.54 1.97 -0.38
C 1.43 0.90 0.40
O 0.51 0.92 1.43
H 2.23 1.78 -1.19
H 0.98 2.87 -0.19
H 2.12 0.07 0.36
H 0.83 0.34 2.13
O 0.52 -2.02 0.05
H 0.05 -1.52 -0.63
H 0.08 -2.90 0.02
O -1.85 -0.19 0.66
H -1.24 0.53 0.90
H -1.69 -0.81 1.34
O -1.35 -0.86 -2.00
H -1.03 -0.18 -2.58
H -1.71 -0.38 -1.23
```

Its gap between HOMO and LUMO is 10.0850 eV. The value obtained for the largest force on an atom is 1.66 eV/Å. As for the structure (SMILES): C=CO.O.O.O. The value obtained for the HOMO energy is -9.51 eV. As for the net charge: 0.

Charges per atom according to Mulliken partitioning, unit e: number 1, C, carries -0.74; number 2, C, carries 0.07; number 3, O, carries -0.60; number 4, H, carries 0.24; number 5, H, carries 0.29; number 6, H, carries 0.36; number 7, H, carries 0.35; number 8, O, carries -0.63; number 9, H, carries 0.38; number 10, H, carries 0.29; number 11, O, carries -0.66; number 12, H, carries 0.38; number 13, H, carries 0.29; number 14, O, carries -0.69; number 15, H, carries 0.32; number 16, H, carries 0.35

4.
The following is a DFT calculation (the ωB97M-V functional and the def2-TZVPD basis) of a 4-piece molecular cluster, C2H10O5 overall in a non-equilibrium geometry.

The geometry in XYZ format:
```
17
C2H10O5, DFT the ωB97M-V functional and the def2-TZVPD basis
C 0.27 -0.60 2.46
C -0.13 -0.90 0.98
O 0.58 -1.42 0.10
O -1.37 -0.58 0.81
H -0.56 -0.23 3.04
H 0.76 -1.37 2.92
H 0.88 0.29 2.49
H -1.67 -0.80 -0.14
O 0.29 0.97 -2.51
H 1.14 0.84 -2.98
H 0.54 1.32 -1.61
O 1.18 1.75 -0.08
H 2.04 1.25 -0.02
H 0.70 1.37 0.71
O -1.66 -0.73 -1.71
H -0.94 -0.17 -1.91
H -2.04 -1.01 -2.56
```

Its gap between HOMO and LUMO is 10.6393 eV. The value obtained for the largest force on an atom is 3.81 eV/Å. As for the structure (SMILES): CC(=O)O.O.O.O. The value obtained for the HOMO energy is -10.14 eV. As for the net charge: 0.

Charges per atom according to Mulliken partitioning, unit e: number 1, C, carries -0.87; number 2, C, carries 0.53; number 3, O, carries -0.57; number 4, O, carries -0.44; number 5, H, carries 0.34; number 6, H, carries 0.34; number 7, H, carries 0.25; number 8, H, carries 0.49; number 9, O, carries -0.76; number 10, H, carries 0.29; number 11, H, carries 0.45; number 12, O, carries -0.72; number 13, H, carries 0.39; number 14, H, carries 0.26; number 15, O, carries -0.62; number 16, H, carries 0.36; number 17, H, carries 0.31

5.
The following is a DFT calculation (the ωB97M-V functional and the def2-TZVPD basis) of one molecule with the formula C2H10OSi2 in a non-equilibrium geometry.

The geometry in XYZ format:
```
15
C2H10OSi2, DFT the ωB97M-V functional and the def2-TZVPD basis
C -0.52 -0.91 1.98
Si 0.07 0.52 0.75
C 1.92 0.66 0.45
Si -1.09 -0.19 -1.67
O -1.13 0.98 -2.83
H 0.25 -1.06 2.73
H -1.54 -0.78 2.42
H -0.72 -1.78 1.33
H -0.14 1.72 1.52
H 2.28 -0.30 0.07
H 1.79 1.34 -0.44
H 2.50 1.18 1.23
H -0.28 -1.31 -2.40
H -2.41 -0.74 -1.42
H -0.97 0.67 -3.72
```

Its gap between HOMO and LUMO is 9.6730 eV. The value obtained for the largest force on an atom is 2.14 eV/Å. As for the structure (SMILES): C[SiH](C)[SiH2]O. The value obtained for the HOMO energy is -9.11 eV. As for the net charge: 0.

Charges per atom according to Mulliken partitioning, unit e: number 1, C, carries -1.01; number 2, Si, carries 0.36; number 3, C, carries -0.90; number 4, Si, carries 0.35; number 5, O, carries -0.46; number 6, H, carries 0.30; number 7, H, carries 0.30; number 8, H, carries 0.28; number 9, H, carries -0.15; number 10, H, carries 0.28; number 11, H, carries 0.23; number 12, H, carries 0.33; number 13, H, carries -0.12; number 14, H, carries -0.11; number 15, H, carries 0.31

6.
The following is a DFT calculation (the ωB97M-V functional and the def2-TZVPD basis) of C2H11AgBGaNO3PS as an isolated structure in a non-equilibrium geometry.

The geometry in XYZ format:
```
22
C2H11AgBGaNO3PS, DFT the ωB97M-V functional and the def2-TZVPD basis
C 3.03 -0.52 0.17
O 2.27 0.60 0.53
C 1.13 0.18 1.32
Ga -0.45 -0.15 0.05
S 0.30 -0.38 -2.15
P -1.84 -1.97 0.58
N -1.91 -2.88 -0.76
B -1.64 1.59 -0.01
O -2.77 1.87 0.76
O -1.28 2.61 -0.98
H 2.40 -1.29 -0.29
H 3.53 -0.96 1.04
H 3.76 -0.21 -0.58
H 1.41 -0.73 1.86
H 0.95 1.00 2.02
H 1.10 0.72 -2.33
H -1.38 -2.72 1.70
H -3.11 -1.44 0.95
H -1.63 -3.83 -0.54
H -3.30 2.48 0.26
H -0.31 2.52 -1.18
Ag -0.27 3.52 -2.41
```

Its gap between HOMO and LUMO is 3.3533 eV. The value obtained for the largest force on an atom is 5.76 eV/Å. The value obtained for the HOMO energy is -6.60 eV. As for the net charge: 0.

Charges per atom according to Mulliken partitioning, unit e: number 1, C, carries -0.75; number 2, O, carries -0.37; number 3, C, carries -0.52; number 4, Ga, carries -0.71; number 5, S, carries -0.32; number 6, P, carries 0.35; number 7, N, carries -0.72; number 8, B, carries 1.02; number 9, O, carries -0.39; number 10, O, carries -0.74; number 11, H, carries 0.32; number 12, H, carries 0.32; number 13, H, carries 0.23; number 14, H, carries 0.41; number 15, H, carries 0.29; number 16, H, carries -0.04; number 17, H, carries 0.04; number 18, H, carries 0.02; number 19, H, carries 0.18; number 20, H, carries 0.30; number 21, H, carries 0.55; number 22, Ag, carries 0.54

7.
The following is a DFT calculation (the ωB97M-V functional and the def2-TZVPD basis) of a 2-piece molecular cluster, C2H11N2O overall in a non-equilibrium geometry.

The geometry in XYZ format:
```
16
C2H11N2O, DFT the ωB97M-V functional and the def2-TZVPD basis
C -0.84 1.32 0.80
N 0.10 0.50 1.56
C -0.38 1.28 -0.64
N -0.18 -0.14 -0.99
H -1.81 0.82 0.85
H -0.93 2.33 1.21
H -0.17 0.39 2.53
H 1.00 0.96 1.65
H -1.16 1.74 -1.26
H 0.52 1.86 -0.86
H 0.47 -0.43 -1.72
H -1.03 -0.70 -1.06
H 0.25 -0.54 -0.12
H 1.02 -3.28 -1.31
H 1.94 -3.32 -0.16
O 1.20 -2.80 -0.49
```

Its gap between HOMO and LUMO is 11.2224 eV. The value obtained for the largest force on an atom is 1.86 eV/Å. The value obtained for the HOMO energy is -14.41 eV. As for the net charge: +1.

Charges per atom according to Mulliken partitioning, unit e: number 1, C, carries -0.49; number 2, N, carries -0.60; number 3, C, carries -0.59; number 4, N, carries -0.31; number 5, H, carries 0.35; number 6, H, carries 0.37; number 7, H, carries 0.25; number 8, H, carries 0.20; number 9, H, carries 0.32; number 10, H, carries 0.33; number 11, H, carries 0.35; number 12, H, carries 0.35; number 13, H, carries 0.46; number 14, H, carries 0.32; number 15, H, carries 0.32; number 16, O, carries -0.63

8.
The following is a DFT calculation (the ωB97M-V functional and the def2-TZVPD basis) of a 2-piece molecular cluster, C2H11N2O overall in a non-equilibrium geometry.

The geometry in XYZ format:
```
16
C2H11N2O, DFT the ωB97M-V functional and the def2-TZVPD basis
N 0.43 -0.79 -0.62
C -0.42 -0.96 0.59
C -1.65 -0.06 0.53
N -1.32 1.13 -0.28
H 0.10 -1.29 -1.44
H 1.44 -0.60 -0.53
H 0.07 0.21 -0.79
H 0.16 -0.86 1.50
H -0.67 -2.02 0.63
H -1.79 0.21 1.58
H -2.60 -0.42 0.20
H -2.06 1.21 -0.96
H -1.27 2.08 0.06
H 2.89 1.28 0.32
H 3.82 0.34 -0.50
O 2.90 0.53 -0.28
```

Its gap between HOMO and LUMO is 11.7569 eV. The value obtained for the largest force on an atom is 2.76 eV/Å. The value obtained for the HOMO energy is -14.76 eV. As for the net charge: +1.

Charges per atom according to Mulliken partitioning, unit e: number 1, N, carries -0.26; number 2, C, carries -0.67; number 3, C, carries -0.28; number 4, N, carries -0.62; number 5, H, carries 0.36; number 6, H, carries 0.35; number 7, H, carries 0.41; number 8, H, carries 0.31; number 9, H, carries 0.36; number 10, H, carries 0.24; number 11, H, carries 0.40; number 12, H, carries 0.22; number 13, H, carries 0.21; number 14, H, carries 0.31; number 15, H, carries 0.31; number 16, O, carries -0.65

9.
The following is a DFT calculation (the ωB97M-V functional and the def2-TZVPD basis) of a 3-piece molecular cluster, C2H11N2O2 overall in a non-equilibrium geometry.

The geometry in XYZ format:
```
17
C2H11N2O2, DFT the ωB97M-V functional and the def2-TZVPD basis
C -0.28 1.09 0.45
C 0.40 0.12 -0.17
N -0.36 -1.10 -0.51
N -1.65 1.17 0.56
H 0.13 1.76 1.20
H 1.46 0.22 -0.34
H 0.28 -1.89 -0.63
H -1.05 -1.24 0.24
H -0.96 -1.10 -1.34
H -2.24 0.61 -0.07
H -2.09 2.07 0.57
H -0.62 -3.27 -2.94
H -0.40 -4.62 -2.26
O -0.69 -3.72 -2.09
H 3.28 3.47 2.00
H 2.34 3.35 3.12
O 2.45 3.08 2.21
```

Its gap between HOMO and LUMO is 9.7776 eV. The value obtained for the largest force on an atom is 1.49 eV/Å. The value obtained for the HOMO energy is -13.21 eV. As for the net charge: +1.

Charges per atom according to Mulliken partitioning, unit e: number 1, C, carries -0.02; number 2, C, carries -0.48; number 3, N, carries -0.36; number 4, N, carries -0.47; number 5, H, carries 0.39; number 6, H, carries 0.39; number 7, H, carries 0.35; number 8, H, carries 0.39; number 9, H, carries 0.34; number 10, H, carries 0.18; number 11, H, carries 0.27; number 12, H, carries 0.33; number 13, H, carries 0.33; number 14, O, carries -0.65; number 15, H, carries 0.32; number 16, H, carries 0.31; number 17, O, carries -0.62

10.
The following is a DFT calculation (the ωB97M-V functional and the def2-TZVPD basis) of a 3-piece molecular cluster, C2H11N2O2 overall in a non-equilibrium geometry.

The geometry in XYZ format:
```
17
C2H11N2O2, DFT the ωB97M-V functional and the def2-TZVPD basis
C 1.27 -0.40 -0.19
C 0.28 -1.41 -0.09
N 0.35 -2.75 0.28
N 0.75 0.94 -0.25
H 2.29 -0.36 0.17
H -0.82 -1.20 -0.45
H -0.16 -3.31 -0.39
H 1.34 -2.96 0.49
H 1.40 1.62 -0.66
H 0.59 1.21 0.74
H -0.23 0.99 -0.55
H -2.74 1.00 -2.68
H -1.79 1.98 -2.88
O -2.19 1.54 -2.13
H 0.67 1.68 2.97
H -0.47 0.61 2.82
O 0.06 1.24 2.37
```

Its gap between HOMO and LUMO is 9.9282 eV. The value obtained for the largest force on an atom is 4.19 eV/Å. The value obtained for the HOMO energy is -12.86 eV. As for the net charge: +1.

Charges per atom according to Mulliken partitioning, unit e: number 1, C, carries -0.31; number 2, C, carries -0.18; number 3, N, carries -0.44; number 4, N, carries -0.17; number 5, H, carries 0.34; number 6, H, carries 0.26; number 7, H, carries 0.29; number 8, H, carries 0.26; number 9, H, carries 0.38; number 10, H, carries 0.33; number 11, H, carries 0.27; number 12, H, carries 0.32; number 13, H, carries 0.32; number 14, O, carries -0.64; number 15, H, carries 0.32; number 16, H, carries 0.30; number 17, O, carries -0.65